Formula: C11H12O2
Source: the OMol25 dataset
Level of theory: ωB97M-V with the def2-TZVPD basis set

Element x y z (Å)
C (-1.01, 1.74, -0.22)
C (-1.80, 0.71, -0.89)
C (0.37, 1.76, -0.13)
C (-2.60, -0.01, -0.09)
C (2.01, -1.34, -1.39)
C (3.16, -0.46, -1.18)
C (2.67, 0.88, -0.60)
C (0.79, -0.49, -1.14)
C (1.19, 0.64, -0.53)
C (-2.79, 0.47, 1.23)
C (-2.45, -1.52, 2.55)
O (2.15, -2.53, -1.59)
O (-2.82, -0.11, 2.35)
H (-1.47, 2.52, 0.34)
H (-1.61, 0.61, -1.92)
H (0.80, 2.49, 0.45)
H (-3.25, -0.92, -0.51)
H (4.02, -0.69, -0.68)
H (3.59, -0.19, -2.21)
H (3.12, 1.05, 0.33)
H (3.02, 1.71, -1.18)
H (-0.17, -0.86, -1.27)
H (-2.93, -2.35, 2.04)
H (-2.66, -1.53, 3.65)
H (-1.35, -1.58, 2.59)

Properties
**DFT total energy**: -576.605928 a.u.
**Orbital gap (spin up / spin down)**: 7.59 / 7.59 eV
**Spin multiplicity**: 1



Formula: C11H12O2
Source: the OMol25 dataset
Level of theory: ωB97M-V with the def2-TZVPD basis set

Element x y z (Å)
C (2.79, -0.02, 2.64)
C (1.99, 0.61, 1.78)
C (0.54, 0.34, 1.50)
O (-0.12, -0.63, 2.27)
C (-0.34, 1.54, 1.18)
O (0.08, 2.85, 1.13)
C (0.26, 0.61, -0.05)
C (-0.53, -0.15, -0.94)
C (0.00, -0.25, -2.23)
C (-0.63, -0.96, -3.13)
C (-1.92, -1.39, -2.86)
C (-2.48, -1.28, -1.60)
C (-1.77, -0.71, -0.57)
H (3.78, 0.00, 2.62)
H (2.29, -0.80, 3.35)
H (2.50, 1.31, 1.12)
H (0.41, -1.41, 2.30)
H (-1.29, 1.42, 1.60)
H (0.79, 2.94, 1.72)
H (1.12, 1.16, -0.60)
H (0.81, 0.30, -2.37)
H (-0.41, -1.10, -4.16)
H (-2.31, -1.89, -3.75)
H (-3.52, -1.51, -1.40)
H (-2.03, -0.97, 0.45)

Properties
**DFT total energy**: -576.700448 a.u.
**Orbital gap**: 8.77 eV
**Spin multiplicity**: 1
**SMILES string**: C=C[C@@]1(O)[C@@H](O)[C@@H]1c1ccccc1



Formula: C11H12O2P
Source: the OMol25 dataset
Level of theory: ωB97M-V with the def2-TZVPD basis set

Element x y z (Å)
C (0.57, -0.81, -1.38)
C (1.26, -0.10, -0.70)
C (0.36, 3.65, 3.32)
C (1.74, 3.61, 3.38)
C (-0.32, 2.80, 2.46)
C (2.44, 2.73, 2.57)
C (0.37, 1.92, 1.65)
C (1.75, 1.90, 1.71)
C (-0.02, -3.13, -1.91)
C (-1.74, -1.31, -2.11)
C (-0.26, -1.65, -2.25)
O (3.32, -0.33, 1.63)
O (3.84, 1.58, -0.01)
P (2.87, 0.79, 0.78)
H (-0.19, 4.34, 3.95)
H (2.28, 4.27, 4.06)
H (-1.41, 2.84, 2.42)
H (3.52, 2.67, 2.58)
H (-0.13, 1.25, 0.97)
H (1.04, -3.36, -1.99)
H (-0.58, -3.78, -2.59)
H (-0.33, -3.33, -0.89)
H (-1.93, -0.28, -2.39)
H (-2.06, -1.44, -1.07)
H (-2.35, -1.96, -2.74)
H (0.04, -1.48, -3.30)

Properties
**DFT total energy**: -918.236420 a.u.
**Orbital gap**: 8.94 eV
**Charge**: -1
**Spin multiplicity**: 1



Formula: C11H12O4
Source: the OMol25 dataset
Level of theory: ωB97M-V with the def2-TZVPD basis set

Element x y z (Å)
C (2.60, -2.46, -2.41)
C (1.71, -1.94, -1.53)
C (1.14, -0.63, -1.76)
C (0.27, 0.02, -0.91)
C (-0.31, 1.33, -1.32)
O (0.78, 2.19, -1.42)
O (-1.15, 1.73, -0.22)
C (-1.15, 0.71, 0.82)
C (-2.56, 0.16, 1.08)
O (-3.32, 1.09, 1.82)
C (-0.56, 1.30, 2.06)
C (0.65, 0.75, 2.39)
C (0.99, -0.28, 1.46)
O (2.07, -0.85, 1.38)
C (-0.13, -0.40, 0.44)
H (2.88, -1.93, -3.31)
H (3.06, -3.40, -2.24)
H (1.44, -2.51, -0.64)
H (1.38, -0.20, -2.71)
H (-0.85, 1.29, -2.29)
H (1.11, 2.37, -0.53)
H (-2.53, -0.78, 1.63)
H (-2.99, -0.07, 0.09)
H (-4.23, 0.83, 1.89)
H (-1.01, 2.10, 2.57)
H (1.30, 0.99, 3.23)
H (-0.59, -1.40, 0.42)

Properties
**DFT total energy**: -727.238210 a.u.
**Orbital gap**: 8.26 eV
**Spin multiplicity**: 1
**SMILES string**: C=C/C=C1/[C@H](O)O[C@]2(CO)C=CC(=O)[C@H]12



Formula: C11H12O4
Source: the OMol25 dataset
Level of theory: ωB97M-V with the def2-TZVPD basis set

Element x y z (Å)
C (2.88, 0.81, 1.97)
C (2.15, -0.11, 1.02)
O (1.57, -1.16, 1.75)
C (0.17, -1.22, 1.82)
O (-0.36, -2.11, 2.42)
C (-0.45, -0.11, 1.05)
C (-1.38, -0.61, -0.01)
C (-2.35, 0.25, -0.45)
C (-3.22, -0.16, -1.43)
C (-3.00, -1.38, -2.10)
C (-1.99, -2.24, -1.69)
C (-1.13, -1.84, -0.63)
C (1.01, 0.66, 0.28)
O (0.93, 0.29, -1.06)
O (0.87, 1.97, 0.56)
H (2.98, 1.83, 1.75)
H (3.88, 0.35, 1.97)
H (2.26, 0.65, 2.94)
H (2.85, -0.61, 0.44)
H (-0.95, 0.52, 1.65)
H (-2.36, 1.31, 0.09)
H (-4.03, 0.41, -1.90)
H (-3.72, -1.64, -2.89)
H (-1.92, -3.04, -2.32)
H (-0.38, -2.50, -0.32)
H (0.25, 0.56, -1.64)
H (1.77, 2.26, 0.30)

Properties
**DFT total energy**: -727.257945 a.u.
**Orbital gap**: 9.60 eV
**Spin multiplicity**: 1
**SMILES string**: C[C@H]1OC(=O)[C@H](c2ccccc2)C1(O)O



Formula: C11H12O4
Source: the OMol25 dataset
Level of theory: ωB97M-V with the def2-TZVPD basis set

Element x y z (Å)
C (-3.71, -2.06, -0.89)
C (-2.40, -1.66, -0.68)
C (-2.20, -0.36, -0.07)
C (-0.96, 0.11, 0.21)
C (-0.80, 1.43, 0.81)
O (-0.81, 2.42, -0.19)
O (0.53, 1.43, 1.30)
C (1.33, 0.48, 0.60)
C (2.37, -0.09, 1.55)
O (3.07, 0.94, 2.23)
C (2.04, 1.15, -0.57)
C (1.78, 0.51, -1.77)
C (0.82, -0.57, -1.51)
O (0.69, -1.51, -2.29)
C (0.38, -0.55, -0.04)
H (-3.93, -3.02, -1.32)
H (-4.56, -1.42, -0.64)
H (-1.56, -2.28, -0.89)
H (-3.07, 0.23, 0.19)
H (-1.54, 1.66, 1.58)
H (-0.18, 2.11, -0.83)
H (1.79, -0.76, 2.23)
H (3.04, -0.71, 0.98)
H (2.44, 1.39, 2.78)
H (2.77, 1.99, -0.49)
H (2.22, 0.68, -2.72)
H (0.47, -1.53, 0.45)

Properties
**DFT total energy**: -727.240625 a.u.
**Orbital gap**: 8.64 eV
**Spin multiplicity**: 1
**SMILES string**: C=C/C=C1/[C@H](O)O[C@]2(CO)C=CC(=O)[C@H]12



Formula: C11H13BBrDyN
Source: the OMol25 dataset
Level of theory: ωB97M-V with the def2-TZVPD basis set

Element x y z (Å)
C (-1.94, -0.86, -0.82)
C (-1.73, -1.37, 0.50)
C (-1.80, -0.25, 1.42)
H (-1.55, -2.37, 0.77)
C (-1.99, 0.96, 0.64)
C (-2.07, 0.59, -0.74)
H (-2.16, 1.25, -1.56)
H (-1.94, -1.43, -1.71)
H (-1.69, -0.30, 2.47)
H (-2.01, 1.94, 1.04)
Dy (0.03, 0.06, 0.01)
Br (1.20, -0.88, -1.85)
C (2.78, 0.68, -4.90)
C (1.68, 1.48, -5.34)
C (0.68, 0.60, -5.86)
H (1.61, 2.54, -5.28)
C (1.17, -0.74, -5.75)
C (2.47, -0.69, -5.16)
H (3.10, -1.53, -4.94)
H (3.69, 1.05, -4.46)
H (-0.26, 0.89, -6.27)
H (0.66, -1.63, -6.06)
B (0.00, 0.00, 4.82)
C (0.02, 0.00, 3.26)
N (0.05, 0.00, 2.12)
H (0.98, -0.57, 5.26)
H (-0.98, -0.57, 5.26)
H (0.00, 1.13, 5.26)

Properties
**DFT total energy**: -3965.531197 a.u.
**Orbital gap (spin up / spin down)**: 3.95 / 4.16 eV
**Charge**: -1
**Spin multiplicity**: 6



Formula: C11H13BrN2O5PS2Tc
Source: the OMol25 dataset
Level of theory: ωB97M-V with the def2-TZVPD basis set

Element x y z (Å)
Tc (0.47, -0.77, 1.26)
C (-2.69, 0.53, -3.44)
C (-3.34, 0.57, -2.09)
O (-2.87, -0.57, -1.32)
P (-2.28, -0.36, 0.12)
S (-1.51, -2.05, 0.84)
S (-0.70, 0.92, 0.20)
O (-3.53, 0.22, 0.90)
C (-3.39, 0.68, 2.28)
C (-3.88, -0.38, 3.24)
H (-3.06, 1.36, -4.05)
H (-2.92, -0.41, -3.95)
H (-1.61, 0.62, -3.35)
H (-4.43, 0.48, -2.15)
H (-3.10, 1.50, -1.56)
H (-3.99, 1.59, 2.34)
H (-2.35, 0.94, 2.46)
H (-4.92, -0.63, 3.04)
H (-3.81, 0.00, 4.26)
H (-3.28, -1.28, 3.17)
Br (7.46, 1.55, -0.67)
C (5.97, 0.52, -1.20)
C (6.01, -0.16, -2.41)
N (5.00, -0.90, -2.85)
C (3.92, -1.00, -2.09)
C (3.80, -0.36, -0.86)
C (4.86, 0.42, -0.40)
C (2.58, -0.50, -0.04)
O (2.46, 0.08, 1.07)
O (1.61, -1.22, -0.45)
H (6.88, -0.09, -3.05)
H (3.10, -1.61, -2.45)
H (4.79, 0.93, 0.56)
O (-0.86, 0.03, 5.28)
C (-0.42, -0.21, 4.22)
N (0.04, -0.45, 3.14)

Properties
**DFT total energy**: -4705.384728 a.u.
**Orbital gap (spin up / spin down)**: 7.81 / 8.05 eV
**Spin multiplicity**: 3



Question: Which value of spin multiplicity does entry 8 give?
Answer: 3